Formula: C21H27NO6
Source: the Open Molecules 2025 dataset
Level of theory: wB97M-V/def2-TZVPD

```
55
Properties=species:S:1:pos:R:3
C -4.990 -2.022 -0.728
C -3.794 -1.156 -0.464
C -2.702 -1.554 0.246
C -1.598 -0.639 0.427
C -1.740 0.659 -0.096
C -0.766 1.651 0.037
C 0.393 1.342 0.734
C 0.578 0.054 1.247
C -0.376 -0.928 1.091
O -0.182 -2.208 1.526
C 1.004 -2.525 2.219
C 2.287 -2.392 1.386
O 3.367 -2.223 1.909
N 2.090 -2.518 0.061
H 1.143 -2.602 -0.276
C 3.118 -2.218 -0.908
H 3.088 -2.959 -1.711
H 4.076 -2.294 -0.389
C 2.950 -0.812 -1.491
H 1.941 -0.705 -1.901
H 3.073 -0.070 -0.701
C 3.980 -0.552 -2.592
O 3.840 -1.423 -3.688
H 2.970 -1.292 -4.082
H 3.909 0.495 -2.922
H 4.988 -0.727 -2.210
H 1.116 -1.925 3.129
H 0.888 -3.574 2.510
H 1.508 -0.132 1.758
O 1.408 2.205 0.931
C 1.183 3.587 0.620
C 2.576 4.198 0.465
H 2.498 5.269 0.299
H 3.157 4.018 1.365
H 3.095 3.744 -0.375
C 0.446 4.243 1.791
H 0.210 5.277 1.555
H -0.474 3.710 2.013
H 1.075 4.218 2.678
C 0.394 3.707 -0.689
C -0.956 3.005 -0.583
H -1.408 2.892 -1.570
H -1.654 3.596 0.017
H 0.261 4.759 -0.938
H 0.981 3.240 -1.483
O -2.842 1.031 -0.782
C -3.882 0.181 -1.027
O -4.802 0.607 -1.686
C -2.654 -2.923 0.849
H -1.887 -3.524 0.364
H -2.400 -2.858 1.903
H -3.608 -3.427 0.747
H -4.707 -2.941 -1.239
H -5.682 -1.469 -1.359
H -5.501 -2.281 0.199
```

Computed properties:
Relative energy (zero: lowest compared OMol25 entry of this formula, charge and spin) (kJ/mol): 2.6
2S+1: 1
Total charge: 0
E_LUMO (eV): 0.4
Orbital gap (Ha): 0.3145
Electronic energy (eV): -35991.3930
HOMO (eV): -8.167
SMILES string: Cc1c(C)c2c(OCC(=O)NCCCO)cc3c(c2oc1=O)CCC(C)(C)O3